20
Properties=species:S:1:pos:R:3:forces:R:3 method="wB97M-V/def2-TZVPD" smiles=C[C@@H](O)CCNC[O-] lumo_ev=3.512 charge=-1 homo_energy_ev=-2.664 orbital_gap_ev=6.176 largest_force_ha_per_bohr=0.0910 e_above_lowest_kj_mol=552.2 multiplicity=1
C 0.735101 0.127662 2.248713 1.3 -2.1 1.8
C -0.488951 0.317599 1.410106 -1.9 -2.2 -0.7
O -1.507782 0.593189 2.403062 -3.3 1.3 -0.5
C -0.243703 1.493179 0.328597 -0.4 -0.3 3.9
C -0.101027 0.936486 -1.039701 -2.6 -0.1 -2.7
N 0.662998 -0.294403 -0.916260 3.5 0.8 -1.1
C 0.294233 -1.618115 -1.842408 -3.2 3.3 0.7
O 0.828368 -1.617250 -2.961508 2.2 -0.8 -2.5
H 1.573555 -0.315328 1.725614 0.4 1.2 -1.2
H 0.977299 1.102716 2.775943 -0.1 -1.4 -0.4
H 0.768607 -0.818743 2.952813 -1.3 2.1 -0.3
H -0.994139 -0.710980 1.044846 2.2 2.2 -0.4
H -2.461567 0.553813 1.978889 3.2 0.1 1.0
H -1.050820 2.186443 0.611741 -0.2 0.1 -1.0
H 0.643298 2.041582 0.779788 -0.4 -0.7 -1.1
H 0.234539 1.830578 -1.795258 -0.5 -2.2 1.4
H -1.317092 0.594212 -1.468186 3.4 0.9 1.1
H 1.692174 -0.029148 -1.226786 -2.6 -1.0 0.7
H -0.810427 -1.228075 -1.942777 0.1 -1.2 0.7
H 0.364972 -2.494623 -1.187071 0.3 -0.1 0.6



20
Properties=species:S:1:pos:R:3:forces:R:3 method="wB97M-V/def2-TZVPD" lumo_ev=-3.418 charge=+1 homo_energy_ev=-14.014 orbital_gap_ev=10.596 largest_force_ha_per_bohr=0.0956 e_above_lowest_kj_mol=278.5 multiplicity=1
O 0.871690 1.684472 1.512429 -1.2 -0.6 -0.1
C -0.326441 1.724012 1.267289 1.1 1.4 -0.2
C -0.822784 1.955811 -0.163033 3.3 -2.4 -1.8
C -1.398837 0.674038 -0.848792 -0.3 1.8 -1.0
C -0.841929 -0.632427 -0.496871 -2.1 -1.3 0.8
C -1.708391 -1.638171 -0.584296 2.2 -3.7 1.2
N 0.545313 -0.727336 -0.031265 -0.2 4.8 -0.9
H -1.047691 1.731103 2.113710 0.0 -0.2 -0.4
H 0.074732 2.124077 -0.928225 -1.2 0.3 2.4
H -1.397653 2.824643 -0.210874 -1.4 1.1 -0.2
H -2.474700 0.567617 -0.806299 -0.1 0.2 0.3
H -1.196106 0.750317 -1.923906 -0.1 0.6 0.0
H -1.480221 -2.720108 -0.270783 0.4 1.7 -0.5
H -2.695161 -1.708845 -0.989290 -0.5 1.2 -0.1
H 1.109555 -0.006198 -0.674828 -1.1 -2.0 1.9
H 0.988259 -1.588950 -0.115358 1.2 -2.4 -0.5
H 0.694737 -0.356060 0.941310 -0.2 -0.3 -0.9
H 3.147060 -2.203922 0.501085 -1.9 -0.5 -3.6
H 3.242110 -2.036047 -1.083461 0.9 0.2 -0.9
O 2.604333 -2.282704 -0.434930 1.4 0.0 4.6



21
Properties=species:S:1:pos:R:3:forces:R:3 method="wB97M-V/def2-TZVPD" lumo_ev=3.534 charge=-1 homo_energy_ev=-3.460 orbital_gap_ev=6.995 largest_force_ha_per_bohr=0.0781 e_above_lowest_kj_mol=135.2 multiplicity=1
C 1.263497 0.565907 -0.034615 -0.1 0.0 0.0
C 0.507623 -1.818101 -0.294703 0.0 0.2 -0.2
C -0.901711 0.038063 -1.250867 0.1 -0.1 0.2
C -1.140537 1.002510 1.843375 0.0 0.8 0.2
C 0.092953 -0.371417 -0.189396 -1.8 0.3 3.0
N -0.904978 -0.323302 1.399633 2.3 -1.5 -3.0
O 1.305746 -0.326809 2.844652 -0.1 0.0 0.1
O -0.798870 -1.170696 3.806638 -0.1 0.1 0.0
S 0.115506 -1.208013 2.639359 -0.4 0.0 -0.1
H 0.951363 1.607096 -0.103890 0.0 0.1 0.0
H 1.719803 0.396443 0.941889 0.1 0.1 -0.1
H 2.003948 0.374137 -0.815218 0.1 0.0 -0.2
H -0.345589 -2.468504 -0.121001 -0.1 -0.1 0.0
H 1.268405 -2.039711 0.444632 0.1 -0.1 0.0
H 0.909012 -2.017323 -1.295136 0.0 0.0 -0.1
H -0.436219 -0.010577 -2.240330 0.0 0.0 -0.1
H -1.762976 -0.625976 -1.234433 -0.1 -0.1 0.0
H -1.247495 1.057147 -1.087442 0.0 0.1 0.0
H -0.226052 1.597163 2.001368 -0.1 0.0 0.0
H -1.814617 1.550621 1.169129 0.1 -0.1 0.0
H -1.634059 0.896549 2.814535 0.0 0.2 0.0